1.
15
Properties=species:S:1:pos:R:3 method="wB97M-V/def2-TZVPD" e_lumo_ev=0.01 molar_mass_g_mol=135.130 de_lowest_kcal_mol=66.1 multiplicity=1 homo_energy_ev=-10.54
C 1.770 -0.430 0.188
C -0.385 0.171 0.875
C -0.341 1.590 0.384
C -1.391 -0.652 0.057
C -2.724 -0.027 -0.121
H 2.785 0.304 -1.402
H 1.148 0.901 -1.205
H 2.719 -1.005 0.230
H -0.857 0.260 1.868
H -0.283 -2.154 -0.175
N 1.875 0.232 -0.972
N 0.847 -0.507 1.044
N -0.206 2.631 -0.082
N -1.219 -1.807 -0.406
N -3.737 0.495 -0.281

2.
17
Properties=species:S:1:pos:R:3 method="wB97M-V/def2-TZVPD" e_lumo_ev=1.11 molar_mass_g_mol=163.144 de_lowest_kcal_mol=13.4 multiplicity=1 homo_energy_ev=-9.17
C -2.585 -0.038 -0.671
C -2.410 -0.525 0.599
C -1.393 0.549 -0.980
C 1.637 0.437 1.417
C 0.854 0.618 0.260
N -1.256 -0.237 1.123
N 2.856 0.572 1.013
N 1.616 0.798 -0.809
N 2.840 0.757 -0.258
N 0.044 -2.224 -1.135
N 0.896 -1.857 -0.553
N -0.554 0.393 0.153
H -3.405 -0.422 -1.206
H -3.213 -0.998 1.223
H -1.043 1.049 -1.772
H 1.417 0.312 2.425
H 3.699 0.815 -0.829

3.
12
Properties=species:S:1:pos:R:3 method="wB97M-V/def2-TZVPD" e_lumo_ev="-1.64 / -1.64" molar_mass_g_mol=95.101 de_lowest_kcal_mol=135.7 multiplicity=1 homo_energy_ev="-9.04 / -9.04"
O -1.133 -0.581 -0.900
C -1.241 -0.638 0.513
C -0.495 0.290 1.357
C 0.112 1.359 0.773
C 0.650 2.347 0.288
C 1.822 -1.526 -0.816
N 2.904 -1.858 -0.586
H -1.171 0.350 -1.162
H -2.283 -0.489 0.850
H -1.015 -1.670 0.798
H 0.809 -1.220 -1.042
H 1.177 3.253 0.082

4.
12
Properties=species:S:1:pos:R:3 method="wB97M-V/def2-TZVPD" e_lumo_ev="-1.13 / -1.32" molar_mass_g_mol=95.101 de_lowest_kcal_mol=140.7 multiplicity=1 homo_energy_ev="-8.79 / -8.76"
C 0.762 -0.942 0.294
C 2.029 -0.472 0.150
C -0.083 0.226 -0.119
C 0.795 1.408 -0.266
C -1.503 0.133 -0.519
N -1.729 1.145 0.468
O 2.040 0.873 -0.005
H 0.257 -1.929 0.357
H 3.048 -0.832 0.147
H -1.796 0.505 -1.509
H -1.867 -0.926 -0.405
H -1.952 0.812 1.406

5.
12
Properties=species:S:1:pos:R:3 method="wB97M-V/def2-TZVPD" e_lumo_ev=0.93 molar_mass_g_mol=95.101 de_lowest_kcal_mol=114.8 multiplicity=1 homo_energy_ev=-10.27
N 2.647 0.318 0.384
C 1.869 1.076 -0.105
C 0.952 -0.421 0.263
O 0.169 -0.167 1.402
C -1.011 -0.305 0.597
C -1.096 0.773 -0.416
C -0.227 -0.424 -0.687
H 1.469 -1.376 0.310
H -1.817 -0.907 1.000
H -2.014 0.800 -0.995
H -0.614 1.729 -0.225
H -0.328 -1.097 -1.529

6.
12
Properties=species:S:1:pos:R:3 method="wB97M-V/def2-TZVPD" e_lumo_ev=0.65 molar_mass_g_mol=95.101 de_lowest_kcal_mol=53.5 multiplicity=1 homo_energy_ev=-10.67
O -1.236 -0.149 -1.528
C -0.070 -0.181 -0.730
C 0.078 1.249 -0.189
C 1.129 1.380 0.820
N 1.948 1.475 1.631
C -0.149 -1.162 0.363
C -0.168 -1.960 1.265
H -1.580 -1.047 -1.600
H 0.813 -0.421 -1.342
H 0.286 1.927 -1.021
H -0.879 1.542 0.251
H -0.173 -2.652 2.079

7.
12
Properties=species:S:1:pos:R:3 method="wB97M-V/def2-TZVPD" e_lumo_ev=0.54 molar_mass_g_mol=95.101 de_lowest_kcal_mol=104.0 multiplicity=1 homo_energy_ev=-9.29
O 2.149 -1.390 0.730
C 1.387 -0.541 0.125
C 0.084 -0.306 0.679
C -0.475 1.074 0.594
C -1.031 0.010 -0.273
C -0.785 -0.005 -1.678
N -0.635 -0.009 -2.831
H 2.381 -0.781 -0.446
H -0.178 -0.895 1.551
H 0.161 1.791 0.097
H -1.070 1.433 1.420
H -1.988 -0.381 0.032

8.
12
Properties=species:S:1:pos:R:3 method="wB97M-V/def2-TZVPD" e_lumo_ev=-0.04 molar_mass_g_mol=95.101 de_lowest_kcal_mol=77.2 multiplicity=1 homo_energy_ev=-9.97
O -2.111 -0.455 0.434
C -1.071 -0.254 -0.156
C -0.982 0.716 -1.244
C -0.911 1.579 -2.081
C 0.217 -0.941 0.222
C 1.318 -0.120 0.772
N 0.565 -1.038 1.626
H -0.837 2.339 -2.828
H 0.441 -1.825 -0.374
H 1.149 0.953 0.854
H 2.350 -0.409 0.590
H -0.128 -0.544 2.183

9.
12
Properties=species:S:1:pos:R:3 method="wB97M-V/def2-TZVPD" e_lumo_ev=0.68 molar_mass_g_mol=95.101 de_lowest_kcal_mol=56.8 multiplicity=1 homo_energy_ev=-10.77
O -1.980 0.195 0.370
C -0.895 -0.617 0.714
C 0.262 -0.500 -0.325
C 0.591 0.901 -0.641
C 0.778 2.036 -0.999
C 1.438 -1.257 0.148
N 2.336 -1.887 0.516
H -1.688 1.114 0.427
H -0.519 -0.408 1.726
H -1.269 -1.643 0.701
H -0.090 -0.968 -1.255
H 0.998 3.015 -1.372

10.
12
Properties=species:S:1:pos:R:3 method="wB97M-V/def2-TZVPD" e_lumo_ev=-0.14 molar_mass_g_mol=95.101 de_lowest_kcal_mol=105.9 multiplicity=1 homo_energy_ev=-9.10
O 0.316 0.018 1.934
C 0.680 0.135 0.776
C 2.075 0.197 0.360
C 3.028 -0.183 -0.274
C -0.267 0.222 -0.392
C -1.955 -0.454 -0.398
N -1.581 0.819 0.013
H 3.965 -0.396 -0.724
H 0.144 0.581 -1.365
H -2.322 -1.121 0.404
H -2.497 -0.546 -1.361
H -1.586 0.729 1.027

11.
12
Properties=species:S:1:pos:R:3 method="wB97M-V/def2-TZVPD" e_lumo_ev=0.58 molar_mass_g_mol=95.101 de_lowest_kcal_mol=46.5 multiplicity=1 homo_energy_ev=-8.42
C -0.603 -0.232 1.025
C -0.066 1.006 1.261
C 0.774 1.612 0.290
C 0.917 0.989 -0.973
C 0.308 -0.269 -1.117
H -1.240 -0.709 1.743
H -0.176 1.449 2.232
H 1.246 2.520 0.631
H 1.445 1.399 -1.843
H 0.368 -0.824 -2.058
N -0.390 -0.897 -0.140
O -0.862 -2.024 -0.330

12.
12
Properties=species:S:1:pos:R:3 method="wB97M-V/def2-TZVPD" e_lumo_ev="-2.05 / -2.05" molar_mass_g_mol=95.101 de_lowest_kcal_mol=96.1 multiplicity=1 homo_energy_ev="-9.59 / -9.59"
O 1.793 -1.478 1.225
C 0.939 -0.667 0.977
C 0.512 -0.313 -0.444
C -1.020 -0.585 -0.627
C 0.490 1.107 -0.813
C 0.109 2.020 0.183
N -0.163 2.899 0.905
H 0.410 -0.107 1.777
H 1.081 -0.917 -1.155
H -1.570 -0.268 0.261
H -1.165 -1.652 -0.798
H -1.415 -0.039 -1.492

13.
12
Properties=species:S:1:pos:R:3 method="wB97M-V/def2-TZVPD" e_lumo_ev=-0.09 molar_mass_g_mol=95.101 de_lowest_kcal_mol=92.0 multiplicity=1 homo_energy_ev=-9.56
O 0.404 0.226 1.970
C 0.670 0.032 0.801
C 2.049 0.012 0.287
C 3.080 -0.036 -0.339
C -0.391 0.028 -0.296
C -1.914 -0.469 -0.378
N -1.551 0.823 0.101
H 3.954 -0.121 -0.955
H 0.100 0.379 -1.217
H -2.545 -1.070 0.302
H -2.325 -0.523 -1.394
H -1.532 0.717 1.119

14.
12
Properties=species:S:1:pos:R:3 method="wB97M-V/def2-TZVPD" e_lumo_ev=0.93 molar_mass_g_mol=95.101 de_lowest_kcal_mol=92.0 multiplicity=1 homo_energy_ev=-9.60
C 1.304 -0.177 -0.046
C 0.141 -0.580 0.952
C 0.169 -0.367 -1.048
C -0.425 1.035 -0.538
C -0.579 0.671 0.711
H 0.428 -0.820 2.048
H -1.460 -1.385 -0.411
H 0.311 -0.369 -2.084
H -0.927 1.917 -0.962
H -1.104 1.317 1.482
N -0.337 -1.438 -0.160
O 2.480 0.197 0.056

15.
12
Properties=species:S:1:pos:R:3 method="wB97M-V/def2-TZVPD" e_lumo_ev=0.40 molar_mass_g_mol=95.101 de_lowest_kcal_mol=68.0 multiplicity=1 homo_energy_ev=-10.84
O 2.285 0.135 0.200
C 1.329 0.827 -0.044
C 0.328 0.465 -1.134
C -0.175 -1.542 1.341
C -1.375 -1.529 1.429
C -0.978 1.097 -0.953
N -1.999 1.620 -0.812
H 0.890 -1.528 1.247
H 1.146 1.782 0.483
H 0.764 0.826 -2.073
H 0.225 -0.621 -1.204
H -2.440 -1.532 1.521

16.
13
Properties=species:S:1:pos:R:3 method="wB97M-V/def2-TZVPD" e_lumo_ev=0.76 molar_mass_g_mol=111.100 de_lowest_kcal_mol=164.8 multiplicity=1 homo_energy_ev=-9.83
C -0.059 1.242 -0.423
C -0.516 -0.013 -1.012
C -0.617 0.545 0.863
C 0.532 -0.507 1.007
C 0.307 -1.004 -0.362
H -1.058 -0.206 -1.969
H -1.366 1.330 1.526
H 0.610 -1.311 1.971
H 1.969 0.299 -0.216
H -0.129 -2.050 -0.607
N 1.715 -0.707 0.117
O 0.076 2.411 -0.725
O -1.463 -0.030 -0.170

17.
13
Properties=species:S:1:pos:R:3 method="wB97M-V/def2-TZVPD" e_lumo_ev=0.67 molar_mass_g_mol=111.100 de_lowest_kcal_mol=78.7 multiplicity=1 homo_energy_ev=-9.37
C -1.686 0.976 -0.708
C -1.415 -0.402 -0.369
C -0.099 -0.540 -0.396
C 1.036 -1.141 0.201
C 1.309 0.320 0.674
H -2.255 -1.082 -0.137
H 0.845 -1.934 0.995
H 1.834 -1.425 -0.535
H 2.369 0.586 0.710
H 0.771 0.708 1.566
N 0.509 0.706 -0.567
O -2.746 1.560 -0.854
O -0.472 1.668 -0.581

18.
13
Properties=species:S:1:pos:R:3 method="wB97M-V/def2-TZVPD" e_lumo_ev=-0.77 molar_mass_g_mol=111.100 de_lowest_kcal_mol=42.8 multiplicity=1 homo_energy_ev=-9.70
C 0.927 1.576 0.923
C 0.332 0.525 0.378
C 0.564 -0.039 -0.983
C -1.294 -1.179 0.019
C -0.576 -0.378 1.039
H 0.858 1.735 2.069
H 1.659 2.141 0.332
H 1.498 -0.654 -1.194
H 0.648 0.579 -1.985
H -1.172 -1.081 -1.972
N -0.652 -0.833 -1.125
O -2.097 -2.039 0.231
O -0.695 -0.353 2.266